(1)
A single C19H25B2NO4S molecule at a distorted geometry, computed with wB97M-V/def2-TZVPD.

Element x y z (Å)
1 C -1.0507 -4.1601 2.0924
2 C -2.1832 -5.1902 1.5060
3 O -2.8320 -4.7622 0.2571
4 B -3.1508 -3.3054 0.2754
5 O -4.3249 -2.7092 0.9646
6 C -2.0885 -2.3441 -0.5974
7 C -1.4554 -3.0891 -1.9538
8 C -0.3679 -2.2379 -2.8373
9 C 0.0471 -0.7191 -2.3807
10 C -0.5952 0.0796 -1.0583
11 C -1.6865 -0.8029 -0.1799
12 N -0.1597 1.4952 -0.7600
13 C -0.9236 2.1337 0.3720
14 C -2.4306 2.5099 -0.2502
15 C -3.4619 3.1176 0.8707
16 C -4.6247 1.9381 1.1030
17 O -5.5813 2.3655 2.1357
18 C 1.3369 1.6506 -0.6472
19 C 2.1547 2.3115 0.6298
20 C 3.8120 2.4586 0.6731
21 C 4.6930 1.9305 -0.6089
22 B 6.3660 1.9854 -0.6921
23 C 7.0597 0.6567 -1.4433
24 O 7.1294 3.1051 -0.1060
25 C 3.9464 1.2533 -1.9159
26 C 2.3119 1.1220 -1.9002
27 S 1.3512 0.3024 -3.3355
28 H -1.5045 -3.3229 2.8112
29 H -0.3472 -4.8109 2.8039
30 H -0.3269 -3.7085 1.2743
31 H -2.9433 -5.4767 2.3718
32 H -1.6088 -6.2042 1.2477
33 H -3.9004 -2.0910 1.6559
34 H -1.7586 -4.1762 -2.2717
35 H 0.1631 -2.6574 -3.8177
36 H -2.1984 -0.3158 0.7821
37 H -0.4913 3.1714 0.7402
38 H -1.0453 1.4631 1.3288
39 H -2.9180 1.6146 -0.8309
40 H -2.2081 3.3469 -1.0720
41 H -2.9535 3.4594 1.8692
42 H -4.0469 4.0107 0.3375
43 H -5.2587 1.7597 0.1088
44 H -4.0812 0.9153 1.3399
45 H -5.4658 1.7482 2.9353
46 H 1.5642 2.7023 1.5779
47 H 4.3633 2.9128 1.6269
48 H 8.1625 0.4614 -1.1027
49 H 6.9662 0.7605 -2.6285
50 H 6.3855 -0.2916 -1.1759
51 H 7.6045 2.7630 0.7138
52 H 4.5562 0.8708 -2.8389

Summary:
HOMO = -7.8 eV
Total charge = 0
SMILES string = CCOB(O)c1ccc2c(c1)N(CCCCO)c1ccc(B(C)O)cc1S2
Strongest force on any atom = 5.0 eV/A
HOMO-LUMO gap = 7.31 eV
LUMO = -0.019 Ha

Mulliken atomic charge list, values in e, 4 entries:
1 C -0.820
2 C -0.230
3 O -0.479
4 B 0.566

(2)
A molecular structure, C19H25BBrF2N2O8PS at a distorted geometry, computed with wB97M-V/def2-TZVPD.

Element x y z (Å)
1 C 1.5241 4.6433 -1.5133
2 C 1.5310 3.4323 -2.4439
3 O 0.6812 2.4181 -1.9032
4 B 0.6164 1.2233 -2.5356
5 O 1.1985 1.0826 -3.7706
6 C -0.1568 -0.0103 -1.8978
7 C 0.1506 -0.6052 -0.7032
8 P 1.6161 0.1272 0.1401
9 C 2.8452 -1.2422 0.3974
10 C 2.9712 -1.9201 1.7853
11 C 1.0906 0.7498 1.7818
12 C 2.2999 1.0984 2.6807
13 C -0.6140 -1.7449 -0.1903
14 C -0.2206 -2.4241 1.0858
15 C -1.6622 -2.2273 -0.8954
16 Br -2.6765 -3.7172 -0.3300
17 C -2.0321 -1.6395 -2.1306
18 N -3.0358 -1.9812 -2.9344
19 S -2.9834 -0.9806 -4.1819
20 N -1.7133 -0.0795 -3.7910
21 C -1.2625 -0.5453 -2.6194
22 H 0.6280 4.6592 -0.8987
23 H 2.4217 4.6776 -0.9005
24 H 1.5183 5.5542 -2.1145
25 H 2.5429 3.0349 -2.5161
26 H 1.1838 3.7224 -3.4345
27 H 0.9926 0.2293 -4.1616
28 H 3.8039 -0.8202 0.1078
29 H 2.6019 -1.9928 -0.3569
30 H 2.9456 -3.0040 1.6708
31 H 3.9400 -1.6870 2.2224
32 H 2.1892 -1.6393 2.4818
33 H 0.5345 1.6640 1.5726
34 H 0.3882 0.1115 2.3196
35 H 3.2509 0.7169 2.3221
36 H 2.0854 0.7456 3.6827
37 H 2.3729 2.1841 2.7506
38 H 0.4248 -1.8105 1.6909
39 H -1.1137 -2.6837 1.6535
40 H 0.2895 -3.3655 0.8706
41 C 4.3051 1.5386 7.7457
42 C 4.4877 2.2114 6.4024
43 O 4.2451 1.1518 5.4937
44 C 3.3975 0.2756 6.1105
45 O 2.7894 -0.5775 5.5623
46 O 3.3403 0.5297 7.4385
47 F 5.7493 2.6700 6.2267
48 H 5.2337 1.0723 8.0773
49 H 3.9304 2.2021 8.5196
50 H 3.7867 3.0233 6.2011
51 C -7.7083 -1.7041 -4.3694
52 C -6.5137 -1.7815 -5.2955
53 O -6.9601 -2.6733 -6.2943
54 C -8.3221 -2.5807 -6.3606
55 O -8.9851 -3.0037 -7.2412
56 O -8.7944 -1.9227 -5.2732
57 F -5.4232 -2.3024 -4.6794
58 H -7.6788 -2.5049 -3.6294
59 H -7.8122 -0.7455 -3.8693
60 H -6.2353 -0.8328 -5.7586

Summary:
HOMO = -7.9 eV
Total charge = 0
Strongest force on any atom = 1.3 eV/A
HOMO-LUMO gap = 7.34 eV
LUMO = -0.022 Ha

Mulliken atomic charge list, values in e, 4 entries:
1 C -1.124
2 C -0.253
3 O -0.241
4 B 0.785